(1)
C16H36ClF2LiN3Na2O11S | ωB97M-V with the def2-TZVPD basis set

Element x y z (Å)
Cl -3.48443 2.37110 -1.09191
S 0.35176 1.65425 -0.44288
Na -1.46773 -0.72522 8.22003
Na 4.43592 -1.39978 -0.10434
F -3.42170 0.97836 0.98646
F -4.79226 2.92760 1.50627
O 0.31804 2.28804 -1.71716
O -6.29112 1.93955 -4.94980
O -2.01361 -1.99519 6.08150
O 4.37652 -0.88865 -3.77956
O -0.85433 2.20085 0.39506
O -1.49421 0.14688 5.81513
O 2.63496 -3.62974 -0.30125
O -4.94087 0.87800 -6.24353
O 0.30536 0.21875 -0.57074
O 0.11082 -3.13908 -4.13007
O 5.65228 -2.29546 -2.77490
N -2.30523 -0.78139 6.02614
N -5.26273 1.32999 -5.16048
N 5.26928 -1.69387 -3.77011
C 1.32780 -1.57703 -5.41876
C -4.33717 1.12764 -4.00831
C 1.88060 2.16263 0.31688
C -0.47472 -0.86064 -3.83341
C 0.64897 -1.90561 -4.06567
C 2.50779 -0.28420 1.67342
C 1.84469 2.22860 1.84663
C -3.70754 -0.41929 6.25925
C -2.39402 -0.55897 2.45001
C -2.94030 0.85923 2.23892
C -1.92400 1.93958 2.56976
C 2.25574 0.92998 2.57733
C 5.95010 -1.97391 -5.06032
C -0.63652 1.80232 1.78146
C 0.47096 2.67724 2.34691
C 2.18354 -1.55358 2.49257
Li 0.17277 -2.89768 0.81030
H 1.42175 -1.70799 -3.27361
H 1.51334 0.72346 3.34333
H -4.87496 0.57570 -3.24590
H -3.80580 0.65836 6.19097
H 0.61369 -1.63713 -6.24211
H -2.36274 2.92311 2.40841
H -0.97482 -1.02485 -2.87882
H 1.75123 -0.55958 -5.41560
H 0.47099 2.63326 3.43546
H -3.47461 0.57121 -4.35591
H -0.28745 0.76629 1.81887
H 2.52716 3.03020 2.13051
H -1.62489 -0.56263 3.22714
H 6.37275 -1.03820 -5.41200
H 6.72216 -2.71379 -4.88875
H 2.99700 -2.26888 2.54800
H 2.14696 -2.27517 -5.61777
H -4.04432 2.10456 -3.63495
H 3.01560 -3.72455 -1.17918
H 1.42862 -2.01745 1.89522
H 3.17043 1.13462 3.13580
H -1.91693 -0.93675 1.53965
H -1.22683 -0.89633 -4.62465
H 2.68928 1.58118 -0.11158
H -0.05721 0.15588 -3.81399
H -3.79034 1.00240 2.91220
H 0.32882 3.72768 2.09225
H -3.20531 -1.22766 2.72578
H 2.01833 3.18247 -0.03462
H 3.58063 -0.36104 1.47160
H 1.87776 -0.34535 0.79066
H 5.19576 -2.34505 -5.74790
H -1.63229 1.80344 3.61289
H 1.77236 -1.32955 3.46886
H -4.30462 -0.90930 5.49509
H -3.98694 -0.77390 7.26379

Values from the calculation:
- net charge = -1
- LUMO energy (eV) = -1.143

Atom charges from the Löwdin analysis, given in e for atoms 1 to 2: Cl 0.00; S 0.59

(2)
C16H36F12O18S10Zn2 | ωB97M-V with the def2-TZVPD basis set

Element x y z (Å)
Zn 1.40000 20.04150 1.55923
Zn -5.05492 21.75890 1.65962
S -2.59641 17.91091 2.32834
S -1.06431 23.77107 1.05393
S -7.37946 11.01577 3.59904
S -5.79845 20.48686 -2.73442
S -9.13951 19.91428 2.14157
S 1.75108 20.74738 6.13896
S -1.22841 12.38326 -0.53280
S 4.18879 16.29634 1.87214
S -5.29284 24.34897 5.40627
S 1.18338 18.96120 -2.87125
F -5.90123 18.54513 -4.73317
F -8.52784 17.54465 1.08183
F -2.11455 15.63080 3.54604
F -3.99933 16.53839 4.14269
F -0.23886 23.41431 -1.49692
F -9.00449 17.40870 3.19102
F -4.16350 18.35006 -3.31114
F -6.24795 17.78378 -2.71289
F -10.59613 17.63619 1.70551
F 1.13899 24.55954 -0.27163
F -2.00116 17.18077 4.94654
F -0.78265 25.42985 -1.02914
O 1.81391 20.40392 4.63234
O -5.33830 20.32208 -1.32656
O -3.03773 17.09321 1.18716
O -7.67494 20.15839 2.28053
O -7.26895 20.60041 -2.70084
O -5.07060 21.45983 -3.52440
O -9.63123 20.48494 0.87342
O -1.70179 11.84345 -1.90153
O 3.56625 17.68557 1.67208
O -1.17816 18.28167 2.19020
O -2.44303 23.44646 0.67666
O 1.35286 19.47035 -1.44746
O -0.31318 22.58846 1.50444
O -3.43481 19.14151 2.43546
O -8.88318 10.69645 3.49311
O -9.81640 20.32432 3.34915
O -1.10374 24.88172 1.99710
O -4.97135 23.53897 4.18225
C -7.01224 12.83025 3.54458
C -0.16297 24.37056 -0.56638
C 1.37830 22.53527 6.35012
C 3.53829 20.82221 6.69925
C 5.94135 16.62443 2.49065
C -2.72054 16.75050 3.89963
C -4.97944 26.11418 4.96379
C -6.63670 10.80382 5.25311
C -7.09364 24.43866 5.58710
C -5.49221 18.64079 -3.44680
C -2.59951 11.65967 0.61262
C 0.16355 11.33573 0.01826
C 0.88209 17.13015 -2.66867
C 2.89002 18.83420 -3.60535
C 3.50387 15.79567 3.45481
C -9.35814 17.98548 2.02462
H 1.02196 16.61625 -3.61968
H 1.61917 16.65784 -2.01926
H 3.80871 14.79661 3.76635
H 1.11086 11.41526 -0.51501
H -3.59795 11.85501 0.22140
H -2.60341 12.34588 1.45950
H 0.35316 22.65300 5.99896
H 6.74542 16.56555 1.75709
H 1.46251 22.74512 7.41641
H -3.90063 26.26955 4.97496
H 3.48315 18.11648 -3.03863
H -5.44034 26.35663 4.00625
H -5.35615 26.78534 5.73563
H 3.69624 16.52444 4.24220
H 0.35852 11.63077 1.04929
H 2.80141 18.61793 -4.67000
H -0.10466 10.27948 0.04053
H 2.18514 23.05269 5.83109
H -7.26810 13.25483 2.57382
H -7.60184 13.43103 4.23707
H -5.56088 10.93486 5.13674
H -7.38194 23.38752 5.59544
H 4.16543 19.93702 6.59332
H 5.87064 17.56140 3.04308
H 3.59679 20.94209 7.78106
H -7.39634 24.89701 6.52858
H -7.64298 24.89445 4.76333
H -6.90048 9.77044 5.47817
H 4.07179 21.60107 6.15439
H -7.08799 11.50116 5.95890
H -0.09972 16.87711 -2.26851
H -2.39054 10.61794 0.85596
H 3.32440 19.82566 -3.47723
H -5.98494 13.09144 3.79861
H 6.23076 16.01132 3.34413
H 2.41520 15.80216 3.40149

Values from the calculation:
- net charge = 0
- energy above the lowest of the compared OMol25 structures with the same formula, charge and spin (kJ/mol) = 1818.21
- LUMO energy (eV) = -6.373

Atom charges from the Löwdin analysis, given in e for atoms 1 to 2: Zn 1.36; Zn 1.31

(3)
C16H36F3GaN5O6PSSe | ωB97M-V with the def2-TZVPD basis set

Element x y z (Å)
Se 0.20278 -0.04102 2.32794
Ga 0.80873 0.04233 -0.16909
S 3.50115 -1.44484 0.14508
P -0.16132 -2.21802 -0.10131
F 3.91172 0.44381 1.91187
F 5.63351 -0.02908 0.68721
F 5.02218 -1.38349 2.26314
O 4.34416 -2.07820 -0.80879
O -1.66471 -1.83981 -0.41090
O 0.24184 -3.05786 -1.38235
O 2.60911 -2.23463 0.95291
O 2.72303 -0.29997 -0.47646
O -0.27928 -3.13414 1.15300
N 0.77609 -0.12643 -2.35648
N 1.44785 2.05996 -0.34202
N -1.07833 1.01175 -0.65543
N -0.71193 1.14436 4.70277
N 0.74488 2.46846 3.82399
C -0.19973 0.78903 -2.97469
C 0.34447 3.03985 5.01884
C 1.23912 -4.12161 -1.58231
C -2.72727 -2.85687 -0.48224
C 0.52664 -4.22481 1.72139
C -0.56324 2.20975 5.56683
C 0.34684 3.02575 -0.57588
C 1.22650 -4.48222 -3.04313
C -0.26440 -5.50325 1.63650
C 4.60794 -0.55342 1.32737
C -0.98151 2.39825 -0.16738
C 1.74858 3.04275 2.94404
C -1.43558 0.85822 -2.08424
C -1.58585 -0.00225 4.94233
C 0.09580 1.30931 3.64075
C -3.60020 -2.76851 0.74160
H -3.03102 -2.98377 1.64491
H 0.50362 3.94395 -0.01081
H -4.40709 -3.49718 0.65808
H -1.19534 -5.43094 2.19755
H -1.80956 3.00851 -0.53255
H 0.32554 -6.31760 2.05841
H 1.27171 3.51885 2.08619
H 2.13675 2.09315 -1.08846
H 1.71571 0.01938 -2.71464
H -2.14185 0.18427 5.85584
H 2.44544 2.26843 2.63453
H 0.74725 3.97505 5.36459
H -1.76744 0.51441 -0.09901
H 0.23825 -4.81571 -3.35747
H 0.54947 -1.09699 -2.57186
H 1.96599 2.27618 0.50446
H -1.04868 2.35474 0.92026
H 0.71359 -3.92163 2.74829
H -3.27534 -2.62956 -1.39405
H -1.11102 2.27620 6.48985
H 0.34459 3.30803 -1.62602
H -1.98572 -0.07647 -2.17289
H 0.94877 -4.96704 -0.96182
H -4.04926 -1.77884 0.82862
H -0.49850 -5.75801 0.60129
H -2.09369 1.66585 -2.40971
H 2.21216 -3.75978 -1.26440
H 1.47750 -4.27390 1.20454
H 1.93424 -5.29325 -3.21457
H -0.49470 0.45937 -3.97062
H -2.27664 -0.12187 4.11130
H -2.26317 -3.83614 -0.59257
H -0.99146 -0.90617 5.05399
H 1.53048 -3.63729 -3.66189
H 0.27030 1.76391 -3.09349
H 2.29684 3.80241 3.49337

Values from the calculation:
- net charge = +2
- energy above the lowest of the compared OMol25 structures with the same formula, charge and spin (kJ/mol) = 0.00
- LUMO energy (eV) = -4.657

Atom charges from the Löwdin analysis, given in e for atoms 1 to 2: Se 0.90; Ga 0.16